Record 1
15
Properties=species:S:1:pos:R:3:forces:R:3 method="wB97M-V/def2-TZVPD" energy_ha=-379.0950 homo_energy_ev=-9.5 de_lowest_kj_mol=120.9 smiles="NC(=O)[C@@H](N)CO" orbital_gap_ev=10.205
N 0.861798 -1.034512 1.459165 -0.32 0.48 -1.15
C 0.126108 -1.192351 0.303241 -0.27 -0.12 0.35
O 0.120504 -2.225620 -0.330816 -0.14 -0.23 0.00
C -0.683454 0.018633 -0.187056 0.98 0.04 -0.86
N -1.132332 0.836485 0.906604 -0.53 0.47 0.46
C 0.217801 0.799131 -1.219476 -0.53 0.30 1.77
O 1.014958 0.021104 -2.044687 -0.03 0.43 -0.66
H 0.827723 -1.762585 2.148607 0.41 0.03 0.06
H 1.030000 -0.070940 1.686864 -0.17 -0.24 0.90
H -1.531844 -0.382779 -0.733614 -0.10 -0.20 0.16
H -1.943891 1.413755 0.723366 -0.03 -0.31 -0.31
H -0.439010 1.476433 1.264946 0.30 -0.01 -0.07
H 0.797358 1.465861 -0.552644 0.40 -0.10 -0.32
H -0.438609 1.480124 -1.764515 0.11 -0.24 -0.46
H 1.172890 -0.842738 -1.659986 -0.08 -0.31 0.12


Record 2
15
Properties=species:S:1:pos:R:3:forces:R:3 method="wB97M-V/def2-TZVPD" energy_ha=-378.9653 homo_energy_ev=-8.3 de_lowest_kj_mol=461.4 orbital_gap_ev=8.555
C -1.138941 -0.061061 0.437054 1.15 0.72 0.90
C -1.183012 -1.419671 -0.124932 0.21 -0.60 0.31
N 0.790552 0.767197 -0.787232 1.16 -0.91 2.05
C 0.044589 0.819929 0.483203 -1.00 0.04 -2.84
N 1.894790 -0.099820 -0.833225 -0.21 0.34 -1.51
O -0.291262 2.173560 0.785912 0.34 -0.84 0.23
O 0.421769 0.010587 1.483101 -1.77 0.30 -0.47
H 0.364801 2.448338 1.442637 -0.12 0.08 -0.10
H 0.574084 1.423801 -1.526752 0.67 -0.08 0.38
H -2.099941 0.378318 0.691215 0.15 -0.11 1.07
H 1.656858 -1.026879 -1.177913 0.28 0.36 0.60
H 2.630451 -0.044059 -0.130530 -0.81 0.18 -0.26
H -1.726106 -1.428974 -1.075246 0.07 0.13 0.01
H -0.198356 -1.873910 -0.230307 -0.06 0.27 -0.21
H -1.740275 -2.067355 0.563016 -0.04 0.10 -0.16


Record 3
15
Properties=species:S:1:pos:R:3:forces:R:3 method="wB97M-V/def2-TZVPD" energy_ha=-378.9934 homo_energy_ev=-8.9 de_lowest_kj_mol=387.6 orbital_gap_ev=9.032
N -2.505341 0.403246 1.231513 0.00 0.10 -0.03
C -1.247799 0.173051 0.711254 -0.10 0.06 -0.07
O -0.284078 0.353226 1.568686 -0.10 0.00 0.04
N -1.019000 -0.208958 -0.505181 -0.09 0.02 0.21
C 1.090531 -0.276822 -1.321268 0.20 0.02 -0.23
C 2.260088 -0.168522 -0.459980 0.18 0.13 -0.38
O 1.500823 -0.845453 0.489550 -0.29 -0.08 0.13
H -2.505404 0.887925 2.116000 0.04 -0.06 -0.05
H -3.219043 0.707441 0.588787 0.08 -0.09 0.03
H -1.852397 -0.382509 -1.056833 0.03 0.06 0.06
H 0.631138 0.586353 -1.793455 0.00 -0.20 0.34
H 0.859357 -1.237099 -1.758970 0.17 0.08 0.05
H 2.537953 0.857176 -0.182563 -0.03 -0.10 -0.05
H 3.149313 -0.722886 -0.778430 0.01 0.04 -0.01
H 0.603857 -0.126168 1.150890 -0.10 0.01 -0.04


Record 4
15
Properties=species:S:1:pos:R:3:forces:R:3 method="wB97M-V/def2-TZVPD" energy_ha=-379.1327 homo_energy_ev=-9.8 de_lowest_kj_mol=21.7 smiles="NC(=O)NCCO" orbital_gap_ev=10.411
N -1.714574 1.500051 -1.180024 -0.01 0.11 0.07
C -1.074848 0.618596 -0.329071 0.00 -0.03 0.11
O -1.499946 0.389628 0.799928 0.14 0.07 -0.34
N 0.039194 0.022832 -0.845408 -0.14 0.05 -0.01
C 0.751709 -1.018688 -0.110719 0.04 -0.09 0.08
C 1.524208 -0.487044 1.098964 0.29 -0.10 -0.27
O 0.740971 -0.337924 2.251434 -0.15 0.08 0.07
H -2.392394 2.070304 -0.694625 0.05 -0.07 -0.08
H -1.140688 2.013319 -1.833567 -0.07 -0.11 0.05
H 0.175986 0.071518 -1.842462 -0.03 0.02 0.14
H 1.449237 -1.474863 -0.819935 -0.07 0.07 0.12
H 0.053270 -1.793969 0.229010 0.08 0.09 -0.06
H 2.011915 0.457664 0.800528 -0.09 -0.12 0.10
H 2.319289 -1.199668 1.349096 -0.09 0.07 -0.06
H -0.135762 -0.021627 1.968510 0.05 -0.04 0.08